Entry 1:
Computed, not measured: a molecular structure, C27H16ClIN6OSm in a non-equilibrium geometry, with ωB97M-V/def2-TZVPD.

As for the frontier orbital gap (alpha / beta): 7.2 / 7.2 eV. The calculation puts the energy at -77771.411 eV. Its expectation value of S² is 8.7607. The spin multiplicity is 6. As for the net charge: +1. For the LUMO energy (alpha / beta), the calculation gives -3.6 / -3.6 eV. The HOMO energy (alpha / beta) is -10.78 / -10.79 eV. For the molar mass, the calculation gives 753.18 g mol⁻¹.

```
53
Properties=species:S:1:pos:R:3:lowdin_spin:R:1
Sm 9.95 10.83 9.03 5.0684
C 8.49 8.75 12.18 -0.0007
C 9.23 7.60 12.29 0.0001
C 10.52 7.59 11.86 -0.0005
C 11.04 8.76 11.34 -0.0002
N 10.24 9.84 11.12 -0.0113
C 9.01 9.82 11.53 -0.0011
N 12.32 8.76 10.93 -0.0008
C 12.87 9.54 10.09 0.0002
N 12.30 10.39 9.14 -0.0134
C 13.32 11.14 8.59 0.0003
N 13.37 12.02 7.65 -0.0006
C 12.27 12.39 6.94 0.0001
C 12.45 12.96 5.69 -0.0005
C 11.44 13.34 4.86 0.0007
C 10.12 13.14 5.30 -0.0005
C 9.97 12.54 6.53 -0.0004
N 11.00 12.21 7.37 -0.0114
C 14.62 10.81 9.28 -0.0003
C 15.94 11.25 9.11 0.0001
C 16.98 10.67 9.81 0.0000
C 16.68 9.58 10.65 0.0001
C 15.40 9.10 10.81 0.0000
C 14.39 9.72 10.10 -0.0002
H 7.42 8.78 12.47 -0.0001
H 8.77 6.74 12.75 0.0000
H 11.18 6.72 12.04 0.0000
H 8.38 10.67 11.30 -0.0004
H 13.47 13.03 5.29 -0.0001
H 11.62 13.69 3.85 0.0000
H 9.28 13.45 4.70 -0.0001
H 8.93 12.33 6.88 -0.0004
H 16.12 12.10 8.50 0.0000
H 17.99 11.00 9.62 0.0000
H 17.50 9.15 11.27 0.0000
H 15.24 8.25 11.46 0.0000
Cl 6.48 4.54 8.09 0.0001
C 6.92 6.21 8.17 0.0005
C 5.96 7.19 8.32 -0.0003
C 6.28 8.58 8.49 0.0001
I 5.03 10.12 9.12 -0.0003
C 7.59 8.95 8.41 -0.0011
O 7.98 10.20 8.58 -0.0179
C 8.63 7.98 8.29 0.0002
N 9.97 8.38 8.38 -0.0085
C 10.96 7.46 8.30 0.0003
C 10.68 6.06 8.14 -0.0003
C 9.37 5.69 8.14 0.0005
C 8.29 6.62 8.21 -0.0002
H 4.94 6.89 8.34 0.0000
H 11.95 7.83 8.31 0.0001
H 11.52 5.33 8.16 -0.0001
H 9.14 4.63 8.15 0.0000
```

=====

Entry 2:
Computed, not measured: a molecular structure, C27H18BrNO4PReSe in a non-equilibrium geometry, with ωB97M-V/def2-TZVPD.

As for the frontier orbital gap (alpha / beta): 5.9 / 6.3 eV. The calculation puts the energy at -184772.754 eV. Its expectation value of S² is 0.7898. The spin multiplicity is 2. As for the net charge: +1. For the LUMO energy (alpha / beta), the calculation gives -5.5 / -5.2 eV. The HOMO energy (alpha / beta) is -11.42 / -11.42 eV. For the molar mass, the calculation gives 796.49 g mol⁻¹.

```
54
Properties=species:S:1:pos:R:3:lowdin_spin:R:1
Re -0.53 0.56 -0.17 0.7674
O -0.73 3.89 -2.50 -0.0024
C -0.09 3.01 -2.03 0.0139
O -0.63 2.12 -1.18 0.1059
C 1.38 2.84 -2.34 0.0058
C 1.94 3.85 -3.13 0.0017
C 3.28 3.84 -3.45 0.0001
C 4.10 2.83 -2.97 0.0001
C 3.56 1.82 -2.19 0.0009
C 2.20 1.81 -1.88 0.0060
P 1.71 0.38 -0.87 0.0121
C 2.00 -1.12 -1.81 -0.0008
C 2.30 -1.09 -3.17 -0.0014
C 2.49 -2.28 -3.86 0.0002
C 2.38 -3.49 -3.19 -0.0016
C 2.07 -3.52 -1.84 0.0003
C 1.87 -2.34 -1.14 -0.0016
C 2.79 0.43 0.57 0.0008
C 2.63 1.52 1.43 0.0003
C 3.42 1.62 2.56 0.0005
C 4.37 0.65 2.83 -0.0005
C 4.53 -0.43 1.98 0.0001
C 3.74 -0.55 0.84 -0.0003
H 1.28 4.64 -3.48 0.0000
H 3.70 4.62 -4.07 0.0001
H 5.16 2.82 -3.21 0.0001
H 4.20 1.02 -1.83 -0.0001
H 2.37 -0.15 -3.69 -0.0001
H 2.74 -2.26 -4.91 0.0001
H 2.54 -4.42 -3.73 -0.0001
H 1.98 -4.47 -1.32 0.0003
H 1.60 -2.36 -0.09 -0.0003
H 1.88 2.28 1.21 0.0006
H 3.29 2.46 3.24 0.0000
H 4.99 0.73 3.72 0.0000
H 5.27 -1.19 2.20 0.0000
H 3.87 -1.39 0.17 0.0000
Se -1.68 -4.08 -0.34 0.0445
C -1.30 -2.43 -0.29 0.0342
N -1.00 -1.26 -0.24 -0.0045
Br 0.10 3.12 6.33 0.0000
C 0.11 1.30 5.79 0.0000
C 0.15 0.29 6.75 0.0005
C 0.17 -1.03 6.33 0.0000
C 0.16 -1.35 4.98 0.0002
C 0.12 -0.33 4.04 -0.0007
C 0.09 1.00 4.44 0.0004
C 0.12 -0.67 2.58 0.0030
O 0.47 -1.74 2.14 0.0014
O -0.29 0.34 1.81 0.0129
H 0.16 0.55 7.80 0.0000
H 0.20 -1.82 7.07 0.0000
H 0.19 -2.38 4.66 0.0000
H 0.05 1.79 3.71 0.0000
```